Density functional theory data (ωB97M-V with the def2-TZVPD basis set) for C5H8N2 as an isolated structure.

The geometry in XYZ format:
```
15
Properties=species:S:1:pos:R:3:forces:R:3:mulliken_charge:R:1
C -0.571974 1.057786 -0.036876 0.921 -0.358 -0.176 -0.91
C -0.219076 -0.399927 -0.189537 0.124 -0.514 -0.249 0.66
C 1.282845 -0.242266 -0.418858 0.100 -0.473 -0.134 -0.47
C 1.230481 1.119351 0.158592 -2.276 -0.290 -0.384 0.22
N 1.838864 2.074508 0.702866 -1.961 -0.751 -0.511 -0.71
C -0.823875 -1.496047 0.586637 -0.001 -0.175 0.329 -0.59
N -0.957144 -1.433668 -0.875236 -0.324 -0.144 -0.243 -0.68
H -0.898147 1.538245 -0.977431 0.423 -0.212 0.209 0.32
H -1.359710 1.286941 0.724696 1.050 0.010 -0.183 0.40
H 0.799619 2.314242 0.716248 1.700 2.949 1.565 0.44
H 1.506163 -0.180469 -1.487926 0.032 -0.110 0.025 0.24
H 1.948272 -0.952095 0.069435 0.069 -0.026 -0.044 0.31
H -1.697965 -1.281073 1.201908 0.185 0.031 -0.144 0.26
H -0.195424 -2.303447 0.957194 -0.109 0.094 -0.085 0.24
H -1.882928 -1.102083 -1.131710 0.067 -0.030 0.027 0.27
```
Positions in Å, forces in eV/Å.

## Properties
Total charge: 0
F_max (Eh/bohr): 0.0728
Lowest unoccupied orbital energy (eV): 0.93
Highest occupied orbital energy (eV): -9.25
Gap between HOMO and LUMO (eV): 10.18
E (eV): -8290.54218
Energy relative to the best compared isomer or geometry (same formula, charge and spin) (eV): 4.4541